1.
# C16H22InO24S5

A molecular structure, C16H22InO24S5 in a non-equilibrium geometry (ωB97M-V/def2-TZVPD, OMol25).

CARTESIAN COORDINATES (ANGSTROEM)
In: -5.086 -0.105 -1.539
S: 2.425 1.880 2.736
S: 1.862 -3.014 -2.749
S: -3.569 -0.551 4.704
S: 0.965 5.070 -2.571
S: -3.867 -4.349 -1.240
O: 2.822 0.538 2.691
O: 2.810 2.606 4.126
O: 1.399 -1.323 1.306
O: -4.996 -5.166 -1.419
O: 3.410 2.717 1.833
O: 1.553 6.232 -3.085
O: -3.499 0.135 3.246
O: 1.056 2.196 2.520
O: -4.667 -0.057 5.420
O: 1.532 3.787 -3.339
O: -0.437 4.924 -2.466
O: -3.962 -2.939 -1.476
O: -3.250 -4.534 0.228
O: -3.066 -0.963 0.216
O: 0.455 -2.221 -2.654
O: 1.641 4.739 -1.161
O: -2.424 0.376 -1.977
O: 2.898 -2.206 -2.221
O: 1.869 -3.093 -4.312
O: 1.984 0.576 -0.555
O: -2.185 0.051 5.260
O: 1.657 -4.307 -2.216
O: -3.368 -1.937 4.519
O: -2.646 -4.957 -2.020
C: -0.204 0.674 -1.274
C: 0.365 -1.369 -3.795
C: -2.378 1.007 3.222
C: -0.794 -1.365 0.703
C: 3.754 3.660 3.893
C: 1.884 3.333 -1.087
C: -1.357 0.475 4.182
C: 3.506 4.038 2.444
C: -1.899 -0.780 -0.021
C: -1.975 -5.204 0.128
C: -1.469 -4.746 -1.217
C: 0.993 -2.098 -4.954
C: 2.378 3.009 -2.469
C: -1.522 0.090 -1.188
C: 0.548 -0.848 0.608
C: 0.852 0.164 -0.461
H: -2.185 -6.278 0.134
H: -0.578 -5.176 -1.653
H: 1.745 -1.532 -5.501
H: 2.293 1.966 -2.766
H: -2.739 1.968 3.612
H: -0.611 -0.897 -3.904
H: -0.985 -2.104 1.479
H: 4.793 3.369 4.050
H: 4.296 4.571 1.932
H: 0.377 -2.635 -5.669
H: -2.099 1.220 2.190
H: -0.623 1.242 4.422
H: 3.410 3.317 -2.647
H: 2.616 3.129 -0.316
H: -1.363 -3.654 -1.122
H: 0.949 -0.466 -3.547
H: 0.931 2.847 -0.854
H: 2.537 4.538 2.377
H: -0.111 1.322 -2.139
H: -0.763 -0.372 3.818
H: -1.382 -4.983 1.011
H: 3.495 4.468 4.573

Calculated values
LUMO	-8.20	eV
energy relative to the best compared isomer or geometry (same formula, charge and spin)	21.0	kcal per mole
total energy	-125422.6809	eV
molecular weight	873.48	g mol⁻¹
charge	+1
frontier orbital gap	0.1837	Ha


2.
# C16H22N2O

2 unconnected molecules or ions with the total composition C16H22N2O in a non-equilibrium geometry (ωB97M-V/def2-TZVPD, OMol25).

CARTESIAN COORDINATES (ANGSTROEM)
O: 0.727 1.620 -1.032
N: -3.594 0.237 -0.175
N: -0.865 0.161 0.177
C: 0.339 0.497 -0.827
C: 4.522 0.981 1.171
C: 4.242 -1.335 -0.199
C: -6.086 -1.088 -0.052
C: 4.996 -1.390 0.996
C: -1.528 1.258 0.447
C: -5.407 -0.758 0.996
C: -1.551 -1.035 0.261
C: -2.840 1.647 -0.332
C: 5.298 -0.269 1.560
C: -2.827 -1.058 -0.674
C: 1.112 -0.825 -1.200
C: -4.180 0.212 1.092
C: 3.690 0.890 -0.134
C: 3.486 -0.235 -0.572
C: 2.495 -0.635 -1.844
H: -5.662 -0.831 -0.920
H: -4.639 1.121 1.276
H: -0.979 2.309 0.110
H: -7.135 -1.576 -0.069
H: 2.871 -1.229 -2.416
H: -1.631 -1.042 1.307
H: 4.762 2.089 1.562
H: -3.438 2.296 0.109
H: -1.696 1.478 1.479
H: 1.055 -1.402 -0.476
H: -2.752 1.575 -1.257
H: 3.106 1.826 -0.188
H: 3.935 -2.357 -0.480
H: 5.506 -2.220 1.179
H: -3.698 -0.265 2.185
H: 0.408 -1.024 -1.967
H: 5.844 0.072 2.482
H: 2.415 0.653 -2.531
H: -3.384 -1.585 -0.285
H: -5.985 -1.032 1.964
H: -0.952 -1.928 -0.178
H: -2.697 -0.882 -1.595

Calculated values
LUMO	0.71	eV
energy relative to the best compared isomer or geometry (same formula, charge and spin)	379.1	kcal per mole
total energy	-21961.9233	eV
molecular weight	258.36	g mol⁻¹
charge	0
frontier orbital gap	0.3059	Ha


3.
# C16H22N2OS

C16H22N2OS in the gas phase (ωB97M-V/def2-TZVPD, OMol25).

CARTESIAN COORDINATES (ANGSTROEM)
S: 1.963 -0.215 1.507
O: -0.083 2.775 0.270
N: -1.062 0.852 0.932
N: -3.495 -0.320 0.053
C: -6.738 -1.020 0.230
C: 2.217 1.184 -0.627
C: 4.622 0.607 -1.388
C: -2.220 -0.951 -0.220
C: -4.527 -0.768 -0.875
C: -0.002 1.577 0.495
C: 3.461 -0.292 0.639
C: -5.890 -0.291 -0.469
C: 3.441 0.493 -0.474
C: 5.604 -0.537 -1.139
C: -2.330 1.517 1.143
C: 1.301 0.896 0.341
C: 5.875 -0.691 0.356
C: 4.604 -1.138 1.081
C: -3.333 1.123 0.061
C: -1.208 -0.580 0.869
H: -6.494 -2.020 0.550
H: -4.310 -0.429 -1.906
H: -1.576 -0.937 1.836
H: 5.184 -1.468 -1.525
H: -4.295 1.586 0.285
H: -1.815 -0.646 -1.204
H: 4.286 0.605 -2.427
H: -2.154 2.594 1.126
H: -2.356 -2.035 -0.225
H: -6.161 0.708 -0.782
H: 5.117 1.566 -1.206
H: 6.537 -0.342 -1.671
H: -0.254 -1.058 0.652
H: 6.206 0.267 0.761
H: -2.717 1.216 2.121
H: -2.978 1.497 -0.917
H: 2.010 1.868 -1.431
H: -4.514 -1.861 -0.863
H: 4.733 -1.068 2.164
H: 6.668 -1.422 0.523
H: 4.393 -2.187 0.847
H: -7.711 -0.653 0.510

Calculated values
LUMO	0.69	eV
SMILES	C=CCN1CCN(C(=O)c2cc3c(s2)CCCC3)CC1
energy relative to the best compared isomer or geometry (same formula, charge and spin)	32.9	kcal per mole
total energy	-32811.8179	eV
molecular weight	290.43	g mol⁻¹
charge	0
frontier orbital gap	0.3373	Ha